Record 1
{"formula": "C27H48ClOPYb", "method": "ωB97M-V/def2-TZVPD", "species": ["Yb", "Cl", "P", "C", "H", "H", "C", "C", "C", "H", "C", "H", "H", "C", "H", "H", "C", "H", "H", "C", "H", "H", "H", "H", "C", "C", "H", "C", "H", "H", "C", "H", "H", "C", "H", "H", "C", "H", "H", "H", "H", "C", "H", "C", "H", "H", "C", "H", "H", "C", "H", "H", "C", "H", "H", "H", "H", "C", "C", "H", "C", "H", "C", "H", "H", "C", "H", "H", "C", "H", "H", "H", "H", "C", "C", "O", "H", "H", "H"], "positions_angstrom": [[0.40885, -2.74927, -0.21843], [2.81983, -2.95317, -0.61636], [0.14545, 0.26391, -0.44391], [-1.13672, -4.34512, -0.43538], [-2.12617, -4.06929, -0.80416], [-0.51152, -4.92638, -1.14217], [-0.56938, 1.66515, 0.56957], [-0.42153, 0.53114, -2.20535], [-2.09200, 1.74523, 0.39822], [-0.36346, 1.32380, 1.60165], [-2.69528, 2.64500, 1.48251], [-2.32402, 2.17804, -0.58649], [-2.55457, 0.74487, 0.42698], [-2.05105, 4.04009, 1.50472], [-3.77470, 2.73518, 1.31472], [-2.56339, 2.15566, 2.46032], [-0.51907, 4.01027, 1.47601], [-2.41566, 4.61216, 0.64165], [-2.38436, 4.57858, 2.39973], [0.04737, 3.06139, 0.40582], [-0.12907, 5.01929, 1.29788], [-0.14513, 3.68821, 2.45452], [-0.18636, 3.45853, -0.59148], [1.13893, 3.03070, 0.48952], [2.01596, 0.51041, -0.46977], [-0.58364, 1.97606, -2.67859], [0.39801, 0.06662, -2.78890], [-0.79815, 1.99795, -4.19645], [-1.44972, 2.44027, -2.18529], [0.29243, 2.58924, -2.42748], [-1.97085, 1.11244, -4.64365], [-0.96549, 3.03158, -4.52209], [0.12311, 1.65002, -4.68306], [-1.96784, -0.28268, -4.00602], [-2.91271, 1.61601, -4.39223], [-1.94924, 1.01152, -5.73419], [-1.71455, -0.24905, -2.49229], [-2.92085, -0.78743, -4.20613], [-1.17903, -0.88914, -4.47182], [-2.56135, 0.23815, -1.98347], [-1.68025, -1.28011, -2.10285], [2.57664, 0.72312, 0.94493], [2.37665, -0.48986, -0.80509], [4.11200, 0.71021, 0.91664], [2.22696, 1.68304, 1.35234], [2.21371, -0.06580, 1.62248], [4.69014, 1.70410, -0.10003], [4.49303, 0.93910, 1.91940], [4.43975, -0.30724, 0.65970], [4.06305, 1.57154, -1.49184], [4.53501, 2.72568, 0.26984], [5.77336, 1.55764, -0.17573], [2.53016, 1.55418, -1.45921], [4.39843, 2.39513, -2.13371], [4.40441, 0.63635, -1.95324], [2.16239, 2.55342, -1.17505], [2.15408, 1.35295, -2.47069], [-0.19981, -1.92573, 1.83482], [-0.78615, -4.23452, 0.90840], [-0.38095, -0.83234, 1.89733], [0.42687, -5.02658, 1.35998], [-1.46328, -3.83200, 1.67311], [0.79004, -4.85475, 2.84378], [0.24018, -6.09971, 1.16033], [1.32072, -4.79549, 0.72407], [1.32128, -3.44420, 3.14972], [-0.09144, -5.07715, 3.46268], [1.56144, -5.58904, 3.09764], [0.16842, -2.39695, 3.16800], [1.80137, -3.46714, 4.14004], [2.09190, -3.17164, 2.41712], [-0.74538, -2.81324, 3.61222], [0.47143, -1.55262, 3.81424], [-3.26950, -1.07763, 2.26167], [-3.04420, -1.25313, 0.85929], [-3.19438, -1.95374, -0.07591], [-3.90513, -0.18050, 2.40151], [-2.29450, -0.88817, 2.75106], [-3.74157, -1.97312, 2.72233]], "homo_ev": [-1.2898, -1.3057], "multiplicity": 2, "charge": -1, "e_tot_ev": -84162.25458, "orbital_gap_ev": [4.0, 4.0], "max_force_ev_per_a": 4.3}

---

Record 2
{"formula": "C5H11O2", "method": "ωB97M-V/def2-TZVPD", "species": ["C", "C", "H", "H", "H", "H", "H", "H", "C", "C", "C", "O", "O", "H", "H", "H", "H", "H"], "positions_angstrom": [[-1.73463, 1.54187, 3.06287], [-1.38325, 0.48333, 2.02363], [-2.42758, 1.24625, 3.84770], [-0.73842, 1.82767, 3.53218], [-1.96335, 2.51085, 2.60279], [-1.21810, 0.91427, 1.04047], [-2.20619, -0.23490, 1.83300], [-0.52319, -0.12895, 2.27287], [0.94375, -1.49248, -1.28954], [0.49972, -1.70563, 0.18652], [0.71627, 0.07294, -1.72338], [0.84059, 0.29894, -2.95725], [0.76858, 0.86087, -0.77232], [2.01134, -1.75765, -1.28534], [0.55351, -2.05246, -2.12452], [0.48074, -2.77434, 0.36394], [-0.43123, -1.16590, 0.36359], [1.17835, -1.10208, 0.79192]], "homo_ev": [4.0127, -1.4988], "multiplicity": 2, "charge": -2, "e_tot_ev": -9455.16692, "orbital_gap_ev": [2.5, 7.9], "max_force_ev_per_a": 3.2}

---

Record 3
{"formula": "C22H30N3O4S", "method": "ωB97M-V/def2-TZVPD", "species": ["C", "C", "H", "H", "O", "C", "O", "N", "C", "H", "C", "H", "H", "C", "N", "C", "H", "C", "N", "H", "C", "H", "H", "C", "H", "H", "S", "O", "O", "C", "C", "C", "C", "C", "C", "C", "C", "C", "C", "H", "H", "H", "H", "H", "H", "H", "H", "H", "H", "C", "H", "H", "C", "H", "H", "H", "H", "H", "H", "H"], "positions_angstrom": [[-2.05040, -4.53661, -1.37615], [-1.20901, -3.48823, -0.66834], [-0.42215, -2.90982, -1.29499], [-0.83944, -3.93541, 0.20176], [-2.28110, -2.65568, -0.41279], [-1.95877, -1.74151, 0.77983], [-0.86537, -1.76016, 1.33346], [-2.90855, -0.79449, 1.00497], [-4.25029, -0.71423, 0.43489], [-4.31270, -1.64307, -0.13116], [-4.40153, 0.78424, -0.23132], [-5.46302, 1.05373, -0.21749], [-4.18546, 0.25107, -1.43215], [-3.36382, 1.74801, 0.31695], [-2.01570, 1.64580, -0.46223], [-1.75550, 0.68124, -1.29423], [-2.03344, 0.94758, -2.31103], [-0.18889, 0.50856, -1.38313], [0.62188, 1.90963, -1.19287], [-1.34749, 1.47841, 0.57134], [-0.29060, 2.96052, -1.60730], [0.23502, 3.93540, -1.10640], [-0.38749, 3.05149, -2.54397], [-1.66493, 3.07062, -0.60246], [-2.37377, 3.59703, -1.67952], [-1.43092, 3.67670, 0.09781], [1.10543, 1.71588, 0.48041], [1.53780, 3.41688, 0.63011], [-0.08691, 1.40424, 1.43625], [2.48925, 0.73307, 0.59835], [3.67482, 1.34479, 0.03804], [4.75102, 0.35276, -0.02487], [6.08792, 0.84387, -0.30974], [7.09948, -0.18025, -0.31721], [6.92765, -1.43503, 0.17334], [5.77984, -1.60888, 0.63092], [4.64418, -0.94899, 0.40177], [3.34399, -1.36044, 1.28278], [2.25262, -0.48975, 1.01623], [1.18525, -0.71919, 1.44716], [3.31150, -2.46728, 1.54001], [5.47444, -2.74915, 1.19216], [7.71649, -2.07142, 0.22042], [8.04670, 0.13537, -0.59573], [6.06808, 1.87872, -0.75495], [3.91245, 2.19024, -0.26057], [0.25679, -0.30223, -0.70338], [0.29063, 0.09881, -2.42704], [-2.10491, -0.16781, -1.34018], [-3.37747, 1.58099, 1.84665], [-4.21476, 1.67632, 2.18211], [-2.59410, 2.35076, 2.15182], [-2.46084, 0.21073, 2.08225], [-1.50333, 0.13226, 2.43421], [-2.98478, -0.27189, 3.23027], [-3.77819, 2.73368, 0.26120], [-4.96201, -0.84301, 1.26408], [-1.48134, -5.29666, -1.72416], [-2.84481, -4.89921, -0.82912], [-2.41945, -4.10903, -2.04707]], "homo_ev": -11.2324, "charge": 1, "e_tot_ev": -46770.54326, "orbital_gap_ev": 7.4, "max_force_ev_per_a": 16.9}

---

Record 4
{"formula": "C3H8N2S", "method": "ωB97M-V/def2-TZVPD", "species": ["C", "N", "N", "C", "C", "S", "H", "H", "H", "H", "H", "H", "H", "H"], "positions_angstrom": [[-2.54504, -1.11298, -0.05621], [-1.35322, -1.29541, 0.24098], [-0.43788, -0.49656, -0.40559], [0.76141, -0.34000, 0.38827], [1.90824, 0.57418, -0.27626], [1.31607, 2.25625, -0.62506], [-3.37100, -1.62234, 0.41479], [-2.89213, -0.31500, -0.76581], [-0.89925, 0.36591, -0.72070], [0.42657, 0.10409, 1.33122], [1.11113, -1.40913, 0.66872], [2.77294, 0.63394, 0.41541], [2.26391, 0.14623, -1.24743], [0.93825, 2.51082, 0.63767]], "homo_ev": -8.7911, "charge": 0, "smiles": "C=NNCCS", "e_tot_ev": -17054.33617, "orbital_gap_ev": 9.7, "max_force_ev_per_a": 2.8}

---

Record 5
{"formula": "C31H31N7O4PtS", "method": "ωB97M-V/def2-TZVPD", "species": ["Pt", "C", "N", "C", "C", "C", "C", "C", "N", "C", "C", "C", "C", "C", "C", "H", "H", "H", "H", "H", "H", "H", "H", "H", "H", "H", "O", "C", "C", "C", "C", "C", "C", "C", "C", "N", "H", "H", "H", "H", "H", "H", "H", "H", "H", "H", "H", "N", "C", "C", "N", "C", "C", "N", "H", "H", "H", "H", "H", "O", "S", "O", "N", "C", "O", "C", "C", "C", "C", "C", "C", "H", "H", "H", "H"], "positions_angstrom": [[-0.06038, 0.18206, -0.04307], [2.72530, -1.05205, 1.04807], [1.48604, -0.24702, 1.26583], [1.34708, 0.37404, 2.39933], [0.26295, 1.27498, 2.54442], [-0.22467, 2.12440, 3.51043], [-1.32648, 2.80640, 2.92630], [-1.45764, 2.36832, 1.63335], [-0.49901, 1.41096, 1.40204], [2.50946, -2.51547, 0.80232], [2.37619, -2.98951, -0.49785], [2.15813, -4.33887, -0.73385], [2.10468, -5.22739, 0.33314], [2.28677, -4.76583, 1.63062], [2.49402, -3.41437, 1.86359], [3.31705, -0.90011, 1.95012], [3.26808, -0.60868, 0.21158], [2.07880, 0.23130, 3.18684], [0.15669, 2.23359, 4.51318], [-1.95845, 3.54442, 3.39174], [-2.16946, 2.67133, 0.88386], [2.49074, -2.30009, -1.32592], [2.07063, -4.70465, -1.74895], [1.96162, -6.28408, 0.15096], [2.28446, -5.46232, 2.45840], [2.63454, -3.05864, 2.87832], [-1.05249, -1.32069, 1.69971], [-0.94721, -2.75223, 1.53252], [-2.09399, -3.24925, 0.69144], [-2.25347, -2.31434, -0.49499], [-1.13813, -2.33852, -1.51159], [-1.15206, -3.37482, -2.43453], [-0.26580, -3.39781, -3.49286], [0.62483, -2.34657, -3.62197], [0.63014, -1.36059, -2.66082], [-0.21105, -1.35031, -1.61141], [-1.87916, -1.11622, 2.15963], [-0.89784, -3.24743, 2.50234], [0.00282, -2.90375, 1.02386], [-3.02524, -3.24300, 1.26396], [-1.91664, -4.28180, 0.38452], [-2.37514, -1.31520, -0.08666], [-3.17629, -2.55521, -1.02681], [-1.89865, -4.15022, -2.32149], [-0.28861, -4.20274, -4.21537], [1.32584, -2.28519, -4.44182], [1.34638, -0.55526, -2.70785], [-4.54477, 1.20770, -3.10721], [-3.32932, 1.58602, -2.68297], [-2.60872, 0.83264, -1.73150], [-1.40925, 1.23956, -1.31544], [-0.91054, 2.38334, -1.81105], [-1.63671, 3.08824, -2.75994], [-2.81335, 2.70264, -3.20600], [-5.01823, 0.39852, -2.75020], [-5.01406, 1.78336, -3.78748], [-3.01585, -0.06922, -1.32011], [0.04077, 2.73521, -1.45001], [-1.22519, 4.00251, -3.17090], [5.76163, 1.62816, -0.89652], [4.71332, 2.30584, -1.57965], [4.92338, 2.97032, -2.81840], [3.44829, 1.20479, -1.76640], [2.44981, 1.56712, -1.06874], [1.40462, 0.71976, -1.22230], [2.54509, 2.81358, -0.26181], [1.64306, 3.48908, 0.54655], [2.05115, 4.67025, 1.15569], [3.33074, 5.17356, 0.95741], [4.23583, 4.51214, 0.13396], [3.81758, 3.34380, -0.45934], [0.63815, 3.13082, 0.70766], [1.36068, 5.20998, 1.78944], [3.62197, 6.09727, 1.43872], [5.22894, 4.90382, -0.04043]], "homo_ev": -14.4969, "charge": 2, "e_tot_ev": -65336.15875, "orbital_gap_ev": 6.1, "max_force_ev_per_a": 1.0}

---

Record 6
{"formula": "C11H7BrI2N2OS2Zn", "method": "ωB97M-V/def2-TZVPD", "species": ["Zn", "S", "C", "C", "C", "C", "N", "C", "C", "C", "S", "C", "N", "H", "H", "I", "C", "I", "H", "H", "Br", "C", "C", "O", "H", "H", "H"], "positions_angstrom": [[6.37291, 7.87470, 10.17200], [6.38868, 7.15019, 12.40202], [8.11482, 6.91953, 12.57799], [8.63607, 6.12564, 13.61634], [9.95219, 5.83052, 13.79656], [10.37504, 4.86347, 14.76784], [10.69539, 4.02445, 15.49994], [10.91734, 6.44296, 12.94087], [10.46140, 7.32167, 11.96265], [9.08450, 7.53050, 11.70540], [8.66053, 8.49758, 10.31423], [12.31137, 6.12482, 13.00065], [13.41979, 5.92667, 13.20456], [7.86282, 5.64093, 14.25193], [11.16499, 7.77697, 11.30783], [6.81464, 8.39651, 6.46694], [7.49411, 10.21975, 5.62524], [7.63571, 11.72619, 7.14170], [6.76071, 10.60787, 4.96181], [8.47677, 10.11267, 5.22041], [4.65651, 9.65562, 10.13041], [5.73434, 4.90940, 9.65241], [6.02837, 6.23133, 8.95052], [6.06809, 6.19823, 7.73646], [5.48710, 4.14968, 8.88885], [4.89945, 5.07598, 10.32936], [6.61280, 4.60991, 10.23841]], "homo_ev": -1.3602, "charge": -2, "e_tot_ev": -172884.44992, "orbital_gap_ev": 5.3, "max_force_ev_per_a": 2.5}